{"formula": "C44H120N10O12", "method": "ωB97M-V with the def2-TZVPD basis set", "largest_force_ev_per_a": 2.90, "orbital_gap_ev": 9.05, "molar_mass_g_mol": 981.5, "homo_ev": -8.50, "spin_multiplicity": 1, "de_lowest_kj_mol": 0.00, "total_energy_ha": -3198.52893, "lumo_ev": 0.5, "symbols": ["C", "O", "C", "C", "C", "N", "H", "H", "H", "H", "H", "H", "H", "H", "H", "H", "H", "C", "O", "C", "C", "C", "N", "H", "H", "H", "H", "H", "H", "H", "H", "H", "H", "H", "C", "O", "C", "C", "C", "N", "H", "H", "H", "H", "H", "H", "H", "H", "H", "H", "H", "C", "O", "C", "C", "C", "N", "H", "H", "H", "H", "H", "H", "H", "H", "H", "H", "H", "C", "O", "C", "C", "C", "N", "H", "H", "H", "H", "H", "H", "H", "H", "H", "H", "H", "C", "O", "C", "C", "C", "N", "H", "H", "H", "H", "H", "H", "H", "H", "H", "H", "H", "C", "O", "C", "C", "C", "N", "H", "H", "H", "H", "H", "H", "H", "H", "H", "H", "H", "C", "O", "C", "C", "C", "N", "H", "H", "H", "H", "H", "H", "H", "H", "H", "H", "H", "C", "O", "C", "C", "C", "N", "H", "H", "H", "H", "H", "H", "H", "H", "H", "H", "H", "C", "O", "C", "C", "N", "C", "C", "O", "C", "H", "H", "H", "H", "H", "H", "H", "H", "H", "H", "H", "H", "H", "H", "H", "C", "C", "O", "H", "H", "H", "H", "H", "H"], "positions_angstrom": [[3.082, -3.640, -4.325], [3.168, -2.219, -4.373], [3.384, -1.714, -5.652], [3.406, -0.187, -5.736], [2.056, 0.453, -5.381], [3.879, 0.239, -7.075], [3.981, -4.187, -4.612], [2.248, -4.121, -4.836], [2.769, -3.855, -3.303], [4.284, -2.103, -6.129], [2.630, -1.975, -6.394], [4.176, 0.116, -5.026], [1.280, 0.088, -6.054], [2.014, 1.542, -5.412], [1.731, 0.174, -4.379], [4.751, -0.248, -7.222], [3.270, -0.063, -7.822], [2.480, 0.244, 5.817], [1.821, -0.786, 5.161], [0.616, -1.216, 5.882], [-0.055, -2.323, 5.069], [-0.467, -1.982, 3.672], [-1.295, -2.768, 5.687], [2.880, -0.120, 6.763], [1.765, 1.026, 6.070], [3.291, 0.654, 5.215], [0.898, -1.665, 6.835], [-0.008, -0.349, 6.100], [0.599, -3.195, 5.048], [0.323, -1.529, 3.072], [-1.255, -1.230, 3.646], [-0.855, -2.855, 3.147], [-1.051, -2.967, 6.647], [-1.936, -1.991, 5.764], [-4.311, 7.304, -0.952], [-3.207, 7.119, -1.761], [-1.994, 7.090, -0.975], [-0.796, 6.520, -1.842], [0.418, 6.151, -0.969], [-0.355, 7.570, -2.722], [-4.455, 8.343, -0.655], [-4.456, 6.698, -0.057], [-5.154, 7.104, -1.614], [-1.671, 8.004, -0.476], [-2.037, 6.346, -0.179], [-1.137, 5.700, -2.474], [1.193, 5.764, -1.631], [0.104, 5.414, -0.230], [0.878, 6.984, -0.437], [-1.178, 8.019, -3.098], [0.140, 8.292, -2.218], [3.530, -2.608, 2.732], [4.226, -2.321, 1.566], [3.368, -1.709, 0.562], [4.250, -1.265, -0.588], [5.349, -0.267, -0.203], [3.477, -0.526, -1.606], [4.140, -3.163, 3.444], [2.648, -3.205, 2.500], [3.216, -1.667, 3.183], [2.656, -2.449, 0.197], [2.751, -0.889, 0.932], [4.685, -2.175, -1.003], [5.110, 0.757, 0.085], [5.968, -0.088, -1.083], [5.963, -0.652, 0.611], [3.110, -1.250, -2.208], [4.112, 0.075, -2.112], [2.189, -5.555, 0.008], [1.034, -5.512, -0.834], [0.188, -6.637, -0.489], [-1.116, -6.613, -1.186], [-2.194, -7.581, -0.652], [-1.057, -6.770, -2.632], [2.764, -6.481, -0.012], [1.933, -5.340, 1.045], [2.847, -4.778, -0.382], [0.766, -7.524, -0.750], [-0.106, -6.615, 0.561], [-1.592, -5.644, -1.035], [-2.034, -8.591, -1.028], [-3.150, -7.271, -1.075], [-2.202, -7.600, 0.437], [-1.790, -6.264, -3.108], [-0.269, -6.236, -2.970], [-0.593, -2.763, -0.436], [-0.956, -1.419, -0.251], [0.065, -0.419, -0.268], [-0.452, 0.932, -0.769], [0.668, 1.893, -1.084], [-1.306, 1.544, 0.170], [-1.525, -3.328, -0.446], [0.148, -3.143, 0.268], [-0.134, -2.949, -1.406], [0.680, -0.277, 0.620], [0.780, -0.764, -1.015], [-1.132, 0.800, -1.610], [1.358, 1.488, -1.824], [1.318, 2.120, -0.238], [0.296, 2.878, -1.365], [-1.841, 0.720, 0.407], [-2.066, 1.941, -0.364], [6.977, 3.192, -0.112], [5.719, 3.633, -0.613], [5.725, 4.167, -1.967], [4.309, 4.512, -2.325], [3.369, 3.284, -2.302], [4.231, 5.022, -3.694], [6.791, 2.869, 0.913], [7.828, 3.872, -0.155], [7.325, 2.290, -0.616], [6.336, 5.070, -1.949], [6.268, 3.540, -2.673], [3.929, 5.239, -1.607], [2.335, 3.590, -2.462], [3.369, 2.840, -1.306], [3.708, 2.501, -2.980], [3.250, 5.085, -3.922], [4.573, 4.225, -4.212], [3.630, 2.196, 1.869], [2.608, 3.019, 2.357], [1.472, 2.307, 2.823], [0.262, 3.242, 3.108], [-0.974, 2.633, 3.849], [-0.377, 3.663, 1.851], [3.327, 1.578, 1.024], [4.063, 1.570, 2.650], [4.497, 2.779, 1.560], [1.043, 1.620, 2.094], [1.744, 1.727, 3.705], [0.571, 4.122, 3.671], [-0.461, 2.195, 4.705], [-1.400, 1.799, 3.292], [-1.723, 3.336, 4.215], [0.452, 3.800, 1.292], [-0.776, 2.904, 1.317], [-0.441, -7.919, 3.360], [-1.675, -7.254, 3.084], [-1.852, -6.078, 3.882], [-3.181, -5.381, 3.624], [-3.218, -4.800, 2.210], [-3.596, -4.446, 4.647], [-0.509, -8.390, 4.341], [0.304, -7.126, 3.283], [-0.180, -8.620, 2.567], [-1.792, -6.509, 4.882], [-1.101, -5.293, 3.796], [-3.955, -6.148, 3.657], [-4.072, -4.216, 1.867], [-3.114, -5.601, 1.478], [-2.334, -4.188, 2.031], [-2.814, -3.820, 4.774], [-3.574, -5.056, 5.452], [-6.116, 4.280, -4.281], [-5.153, 3.457, -3.649], [-4.256, 4.133, -2.788], [-3.310, 3.160, -2.027], [-3.928, 2.334, -1.055], [-4.339, 3.009, 0.168], [-5.043, 2.051, 1.172], [-6.343, 1.751, 0.638], [-7.128, 0.966, 1.455], [-5.682, 4.620, -5.221], [-6.437, 5.076, -3.609], [-6.946, 3.611, -4.510], [-4.825, 4.722, -2.069], [-3.697, 4.829, -3.414], [-2.563, 3.798, -1.554], [-2.887, 2.456, -2.744], [-4.753, 1.904, -1.448], [-4.965, 3.880, -0.026], [-3.452, 3.335, 0.712], [-5.189, 2.545, 2.132], [-4.388, 1.203, 1.373], [-7.988, 0.691, 0.845], [-7.460, 1.445, 2.376], [-6.616, 0.030, 1.679], [-4.070, -2.414, -1.067], [-4.192, -1.309, 0.022], [-3.284, -1.501, 1.050], [-3.977, -3.373, -0.558], [-3.267, -2.123, -1.744], [-4.990, -2.497, -1.646], [-5.212, -1.222, 0.397], [-3.917, -0.348, -0.414], [-2.441, -1.585, 0.600]], "forces_ev_per_a": [[-0.798, -0.087, 1.047], [-0.180, -0.683, -0.255], [-0.369, 0.563, -1.388], [0.102, 0.301, 0.123], [-0.013, -0.349, 0.114], [0.047, -0.116, 0.860], [0.308, 0.348, 0.101], [-0.196, 0.628, -0.933], [0.697, -0.122, 0.319], [0.619, -0.108, 0.394], [-0.765, -0.629, 0.183], [0.016, 0.448, 0.114], [-0.032, -0.075, -0.195], [0.463, -0.014, -0.190], [0.150, -0.174, 0.101], [0.297, 0.127, -0.277], [-0.379, -0.079, 0.021], [-0.068, 0.241, 0.829], [-1.470, -0.966, 0.013], [1.563, -0.165, -1.182], [-0.555, 0.220, -0.338], [0.386, 0.879, -1.184], [0.425, -0.106, 1.194], [0.314, 0.017, 0.227], [0.033, 0.453, -0.050], [-0.131, -0.168, -0.138], [0.236, 0.082, 0.317], [-0.309, 0.107, -0.281], [0.287, 0.058, 0.030], [0.301, -0.207, 0.018], [-0.265, 0.025, 0.248], [0.069, -0.046, 0.072], [-0.322, -0.464, 0.465], [-0.248, 0.317, -0.222], [-1.994, 0.767, -0.595], [2.262, -0.121, 1.149], [1.201, -2.549, -0.641], [-0.184, 2.075, 1.235], [-0.810, -0.638, -0.299], [0.144, 0.449, -1.338], [0.312, 0.299, 0.210], [0.690, -0.457, 0.009], [-0.287, -0.115, 0.117], [-0.386, 0.562, -0.427], [-0.888, -0.131, 0.380], [-0.099, -0.267, 0.314], [0.013, -0.247, 0.099], [0.323, -0.153, 0.041], [-0.357, 0.290, -0.029], [-0.046, 0.154, -0.397], [0.122, -0.003, 0.200], [-0.552, 0.284, 0.374], [-0.113, 0.572, -1.576], [0.802, -0.497, 0.419], [0.226, 1.912, 0.122], [0.970, -0.541, 0.487], [-0.611, -1.120, 0.680], [0.229, 0.063, -0.218], [-0.330, -0.167, 0.128], [-0.270, -0.044, 0.375], [-0.191, -0.344, -0.045], [0.319, 0.304, 0.458], [0.405, -0.016, -0.046], [-1.014, -0.180, 0.083], [0.345, -0.376, -0.074], [0.201, -0.111, -0.152], [-0.220, 0.459, -0.790], [-0.123, -0.154, -0.328], [-0.009, 0.885, -0.646], [-0.226, -1.032, 0.785], [0.488, 0.240, -0.256], [-2.454, 0.631, -0.889], [0.811, -0.221, -0.184], [1.058, -0.072, -0.902], [-0.303, -0.381, -0.250], [-0.096, 0.075, 0.145], [0.068, 0.096, 0.241], [-0.116, -0.417, 0.254], [0.572, -0.018, 0.417], [0.372, 0.540, 0.686], [0.233, -0.086, 0.059], [-0.086, 0.082, 0.305], [-0.288, 0.089, 0.026], [-0.700, -0.227, 0.295], [0.656, -0.127, -0.004], [0.443, -0.271, -0.624], [-0.134, 0.964, 0.706], [0.735, -0.223, -1.955], [0.864, -0.185, -0.971], [0.890, -0.173, -0.345], [-1.862, -0.635, 1.655], [0.182, -0.131, 0.412], [-0.272, 0.041, 0.525], [0.084, 0.306, -0.381], [-0.568, -0.284, 0.714], [0.309, 0.076, -0.192], [0.787, -0.705, -1.001], [-0.179, 0.135, -0.307], [-0.156, -0.321, 0.469], [-0.244, -0.109, -0.379], [-0.636, -0.245, 1.430], [-0.127, 0.871, -0.138], [-0.500, -0.752, -0.134], [0.570, 0.122, -0.802], [0.914, 0.463, 1.576], [-1.417, -1.200, -0.496], [0.543, 0.164, 1.686], [0.824, 0.434, 0.252], [0.096, 0.321, 0.107], [-0.341, 0.659, 0.005], [-0.106, -0.219, -0.407], [-0.050, 0.395, -0.013], [-0.398, -0.720, -0.143], [0.110, 0.175, -0.035], [0.098, -0.040, -0.453], [0.045, -0.154, 0.131], [-0.151, 0.105, -0.335], [-0.138, 0.202, -0.193], [0.045, 0.075, -0.783], [0.673, -0.152, 0.159], [-0.720, 0.418, -0.190], [-1.049, 0.011, 0.809], [-2.287, 0.013, -0.602], [2.525, -1.029, 0.978], [1.937, 1.497, -0.360], [-0.244, -0.110, -0.042], [-0.332, -0.519, 0.304], [-0.407, 0.529, -0.257], [0.478, -0.378, -0.436], [0.065, -0.107, 0.213], [0.240, 0.087, -0.085], [-0.636, -0.389, 0.735], [-0.174, 0.201, -0.174], [0.244, 0.139, -0.463], [0.163, 0.980, -0.838], [-0.447, -0.808, 0.577], [-0.534, 1.300, -0.447], [-0.028, 0.351, -1.041], [-0.243, -0.868, 0.505], [-1.552, -0.974, -1.462], [0.790, -0.188, -0.594], [0.606, -0.345, -0.141], [0.414, -0.076, 0.061], [0.621, -0.208, 0.590], [-0.520, -0.215, 0.100], [-0.220, 0.683, 0.696], [0.785, -0.231, -0.361], [-0.023, -0.374, -0.173], [-0.183, 0.016, 0.755], [-0.008, -0.305, 0.062], [0.092, 0.364, 0.098], [0.092, 0.449, 0.359], [-0.275, 0.402, 0.814], [0.494, -0.898, 0.098], [0.102, -0.926, 0.733], [0.145, -0.041, -0.288], [-0.757, 0.937, -1.598], [-0.985, -0.620, 1.369], [-0.141, -0.661, 1.103], [-0.457, 1.190, -1.000], [1.561, 0.629, -0.432], [-0.517, -1.099, -0.259], [-0.199, 0.586, -0.028], [-0.075, 0.233, -0.198], [-0.160, 0.236, -0.023], [-0.078, 0.163, 0.186], [0.459, 0.223, 0.209], [0.353, -0.154, -0.036], [0.494, 0.397, -0.307], [-0.087, -0.282, -0.210], [-0.215, 0.127, 0.131], [0.273, 0.293, -0.134], [0.093, 0.329, 0.132], [-0.271, -0.567, -0.289], [-0.244, 0.077, 0.231], [0.081, 0.212, 0.138], [0.080, -0.163, 0.390], [-0.863, 0.829, 0.619], [-0.182, 0.097, -1.446], [-0.197, -0.540, 1.327], [0.517, -0.087, -0.171], [0.196, -0.584, 0.081], [-0.046, 0.210, -0.146], [0.085, -0.185, 0.247], [-0.514, 0.265, -0.533], [0.670, 0.199, 0.206]]}